Computed, not measured: a cluster of 6 separate species, C28H36BrIN5O3P2 in total at a distorted geometry, with the ωB97M-V functional and the def2-TZVPD basis.

Geometry as XYZ:
```
76
Properties=species:S:1:pos:R:3:forces:R:3:mulliken_charge:R:1
C -1.219 -1.007 -4.251 0.3 0.1 0.0 -1.26
C -1.793 0.397 -4.147 -0.3 -0.6 -0.7 0.27
Br -1.491 1.089 -2.341 -0.1 0.3 0.1 -0.21
C -3.224 0.522 -4.660 0.2 0.3 0.7 -1.52
P -4.648 0.209 -3.440 1.7 0.9 -0.9 -0.11
I -6.615 -0.027 -1.726 -0.9 -0.3 0.6 -0.32
P -5.342 -1.667 -4.578 -0.8 -0.3 0.4 0.75
O -6.361 -1.417 -5.595 -0.7 0.3 -1.0 -0.74
O -4.059 -2.473 -5.208 0.3 -0.4 0.1 -0.48
O -5.950 -2.797 -3.558 1.0 -0.2 0.2 -0.52
H -1.179 -1.504 -3.294 -0.1 -0.3 0.2 0.39
H -1.783 -1.599 -4.955 -0.3 -0.2 -0.1 0.27
H -0.209 -0.937 -4.633 0.4 -0.1 0.1 0.31
H -1.182 1.024 -4.772 0.3 0.5 0.0 0.35
H -3.353 1.540 -5.002 -0.3 0.4 0.0 0.50
H -3.276 -0.098 -5.546 -0.1 -0.3 -0.2 0.65
H -5.543 0.966 -4.271 -0.2 -0.4 0.0 0.08
H -4.318 1.397 -2.711 0.0 -0.2 0.2 0.04
H -3.860 -0.646 -2.580 -0.2 0.0 0.1 0.05
H -4.351 -3.354 -5.498 0.1 0.3 0.1 0.30
H -5.271 -2.953 -2.875 -0.5 0.0 0.0 0.31
N 3.040 1.185 1.321 0.0 0.0 0.0 -0.60
C 4.124 0.634 0.784 0.1 0.0 0.0 -0.40
C 4.166 0.094 -0.491 0.0 0.0 0.0 -0.49
C 3.009 0.127 -1.254 0.0 0.0 0.0 -0.27
C 1.868 0.695 -0.715 0.0 0.0 0.0 0.06
C 1.938 1.208 0.573 0.0 0.0 0.1 -0.28
H 5.007 0.631 1.415 0.1 0.0 -0.1 0.65
H 5.080 -0.341 -0.874 0.0 0.0 0.0 0.37
H 2.995 -0.284 -2.256 0.0 0.0 0.0 0.42
H 0.947 0.737 -1.282 0.1 0.0 0.1 0.13
H 1.068 1.663 1.033 0.0 0.0 0.0 0.40
N 4.126 -1.537 4.898 0.2 -0.2 0.1 -0.25
C 4.745 -2.509 5.566 -0.1 0.1 0.0 -0.15
C 5.885 -3.154 5.112 0.0 0.0 0.0 -0.60
C 6.412 -2.772 3.891 0.1 0.0 0.0 -0.46
C 5.782 -1.765 3.181 0.0 0.0 0.0 -0.09
C 4.648 -1.180 3.726 -0.2 0.1 0.0 -0.24
H 4.300 -2.782 6.518 0.1 -0.1 0.0 0.30
H 6.344 -3.936 5.702 0.0 0.0 0.0 0.36
H 7.300 -3.252 3.499 0.0 0.0 0.0 0.37
H 6.159 -1.437 2.223 0.0 0.0 0.0 0.33
H 4.125 -0.387 3.206 0.0 0.0 0.0 0.35
N -5.489 2.879 0.607 0.0 0.0 0.1 -0.25
C -5.073 4.026 1.134 0.1 0.0 -0.1 -0.18
C -5.646 4.615 2.252 0.0 0.0 0.0 -0.42
C -6.716 3.974 2.854 -0.1 0.0 0.1 -0.17
C -7.161 2.779 2.315 0.0 0.1 0.0 -0.65
C -6.516 2.272 1.193 -0.1 -0.2 0.0 0.13
H -4.234 4.494 0.630 0.0 0.0 0.0 0.35
H -5.262 5.551 2.638 0.0 0.0 0.0 0.34
H -7.194 4.399 3.728 0.0 0.0 0.0 0.35
H -7.993 2.245 2.753 0.0 0.0 0.0 0.34
H -6.837 1.332 0.741 0.1 0.2 0.1 0.07
N 1.422 -0.374 10.352 0.0 0.0 0.0 -0.58
C 2.705 -0.559 10.056 0.1 0.0 0.1 -0.32
C 3.159 -0.952 8.806 0.0 0.0 0.0 -0.18
C 2.227 -1.169 7.805 0.0 -0.1 -0.1 0.14
C 0.886 -0.982 8.095 0.0 0.0 0.1 -0.60
C 0.539 -0.585 9.378 -0.1 0.0 0.0 -0.17
H 3.402 -0.381 10.868 0.0 0.0 0.0 0.34
H 4.217 -1.084 8.623 0.0 0.0 0.0 0.35
H 2.543 -1.478 6.816 0.0 0.1 0.0 0.36
H 0.125 -1.139 7.344 0.0 0.0 0.0 0.36
H -0.499 -0.424 9.646 0.0 0.0 -0.1 0.36
N 2.081 0.720 -5.767 0.0 0.0 0.0 -0.38
C 3.386 0.540 -5.944 0.0 0.0 0.1 -0.13
C 3.948 0.096 -7.131 0.0 0.0 0.0 -0.52
C 3.105 -0.178 -8.196 0.0 0.0 0.0 -0.13
C 1.743 0.004 -8.029 0.0 0.0 0.0 -0.75
C 1.285 0.455 -6.799 -0.1 0.0 0.1 0.17
H 4.010 0.764 -5.085 0.0 0.0 0.0 0.37
H 5.019 -0.031 -7.218 0.0 0.0 0.0 0.34
H 3.503 -0.527 -9.140 0.0 0.0 0.0 0.37
H 1.047 -0.198 -8.831 0.0 0.0 0.0 0.36
H 0.226 0.613 -6.626 0.0 0.0 -0.1 0.29
```
Forces are in eV/Å.

Output
charge: -1
HOMO energy: -4.690 eV
calculated total energy: -139935.4186 eV